A molecular structure, C17H30INO7Ti at a distorted geometry. Source: OMol25; level of theory: ωB97M-V/def2-TZVPD.

## Properties
orbital gap (spin up / spin down)	4.3 / 5.8	eV
calculated total energy	-2394.13276	Ha
highest occupied orbital energy (spin up / spin down)	-3.996 / -6.878	eV
multiplicity	5
⟨S²⟩	6.01
total charge	0

The geometry in XYZ format:
```
57
Properties=species:S:1:pos:R:3:nbo_charge:R:1
Ti -0.6751 -0.1423 1.8975 0.583
I -0.7884 1.1316 4.3555 -0.695
C -1.1312 -1.1399 -0.9381 -0.598
C -1.6217 -2.3947 -0.0801 0.098
C -2.1588 -3.5414 -1.0518 -0.405
C -0.9826 -4.2275 -1.9081 -0.397
C 0.0635 -4.7757 -0.9871 -0.415
C 0.6133 -3.8376 0.1598 0.115
N -0.5837 -3.1181 0.7078 -0.002
O -0.3615 -2.5361 2.0458 -0.406
C 1.6559 -2.8922 -0.4650 -0.630
C 1.3698 -4.6648 1.2169 -0.602
C -2.8776 -1.9344 0.7128 -0.633
H -1.9349 -0.6636 -1.4996 0.234
H -0.3044 -1.1623 -1.6480 0.225
H -0.9569 -0.4072 -0.1502 0.173
H -2.9278 -3.2885 -1.7817 0.221
H -2.7414 -4.3377 -0.5887 0.212
H -0.5307 -3.4337 -2.5029 0.185
H -1.2813 -4.9135 -2.7007 0.223
H 0.7974 -5.1716 -1.6890 0.218
H -0.4028 -5.6653 -0.5637 0.205
H 1.6430 -2.0565 0.2347 0.240
H 1.3270 -2.4890 -1.4228 0.197
H 2.6066 -3.2964 -0.8127 0.232
H 0.6701 -5.3635 1.6755 0.217
H 1.8576 -4.1342 2.0346 0.243
H 2.1143 -5.2569 0.6848 0.215
H -3.6035 -2.7405 0.8199 0.229
H -3.4237 -1.1213 0.2345 0.238
H -2.8159 -1.6704 1.7685 0.245
C -0.1348 5.4175 0.6787 -0.608
C -1.3686 4.9806 1.6421 0.073
C -2.7719 4.9815 1.1247 -0.127
O -3.1444 3.6883 0.6284 -0.471
C -2.0473 2.8657 0.9262 1.008
O -1.9258 1.7264 0.5390 -0.602
O -1.0155 3.6415 1.5570 -0.474
H 0.8660 5.0932 0.9641 0.229
H -0.1654 6.5048 0.6082 0.192
H -0.4153 5.0486 -0.3078 0.199
H -1.1112 5.2542 2.6653 0.211
H -3.0404 5.7209 0.3702 0.202
H -3.1833 5.3821 2.0512 0.206
C 3.0472 3.9851 -1.2180 -0.623
C 2.4837 2.5215 -1.3721 0.082
C 3.5998 1.4388 -1.1541 -0.094
O 3.0714 0.6036 -0.1769 -0.491
C 1.9881 1.2407 0.4385 0.982
O 1.3175 0.7731 1.3610 -0.615
O 1.6680 2.2290 -0.3184 -0.469
H 3.5951 3.9859 -0.2757 0.217
H 2.2292 4.7046 -1.1827 0.226
H 3.6460 4.2115 -2.1002 0.219
H 1.8617 2.4155 -2.2610 0.190
H 4.5194 1.9594 -0.8867 0.181
H 3.8162 0.8713 -2.0592 0.195
```